{
  "formula": "C24H36As2Ca2F15NO20",
  "method": "ωB97M-V/def2-TZVPD",
  "mol_weight_da": 1173.51,
  "e_tot_ha": -9820.9447,
  "total_charge": 0,
  "spin_multiplicity": 1,
  "de_lowest_kcal_mol": 0.0,
  "orbital_gap_ev": 8.3,
  "lumo_energy_ev": -0.824,
  "symbols": ["Ca", "Ca", "As", "F", "F", "F", "F", "F", "F", "As", "F", "F", "F", "F", "F", "F", "C", "O", "O", "C", "F", "F", "F", "C", "C", "H", "H", "H", "H", "H", "H", "N", "O", "O", "O", "C", "C", "C", "O", "C", "O", "O", "H", "H", "H", "H", "H", "H", "C", "C", "C", "O", "C", "O", "O", "H", "H", "H", "H", "H", "H", "C", "C", "C", "O", "C", "O", "O", "H", "H", "H", "H", "H", "H", "C", "C", "C", "O", "C", "O", "O", "H", "H", "H", "H", "H", "H", "C", "C", "C", "O", "C", "O", "O", "H", "H", "H", "H", "H", "H"],
  "xyz": [[2.5084, -1.5559, 2.6592], [4.7186, -0.0393, -0.6651], [-0.0974, -4.6613, 2.1840], [-0.4553, -3.8827, 0.6926], [1.2362, -5.4378, 1.4483], [0.3432, -5.4146, 3.6721], [-1.3758, -3.7615, 2.9386], [-1.1901, -5.9397, 1.8288], [0.9643, -3.2876, 2.6606], [4.3663, 2.2771, 2.4792], [2.8747, 2.9809, 2.0229], [5.1680, 3.7026, 2.0187], [5.8285, 1.5147, 2.9419], [3.5084, 0.7740, 2.8260], [4.6181, 1.6747, 0.8311], [4.1384, 2.7890, 4.0887], [1.2851, -0.3139, 0.1232], [0.6424, -0.8727, 1.2568], [2.5950, -0.5203, 0.3532], [0.6680, -0.8425, -1.1915], [1.5112, -1.5642, -1.9111], [-0.4393, -1.5804, -1.0187], [0.2720, 0.2089, -1.9498], [-0.6303, -0.3855, 1.7429], [-0.4502, 0.7912, 2.7050], [0.5608, 0.8274, 3.1049], [-0.6564, 1.7017, 2.1415], [-1.1985, 0.7452, 3.4974], [-1.0260, -1.3188, 2.1506], [-1.2533, -0.1039, 0.8978], [1.1116, 0.7763, 0.1094], [3.8456, -3.3822, -0.0585], [3.9234, -4.4910, -0.5311], [4.4121, -2.4135, -0.6258], [3.2811, -3.2667, 1.0689], [-2.0437, -2.5809, 7.1799], [-1.8187, -1.6383, 6.0192], [-1.3852, -0.2103, 6.4975], [-0.0765, -0.0340, 5.9679], [0.2882, -1.1116, 5.2821], [1.3382, -1.2576, 4.7166], [-0.6136, -2.0741, 5.3609], [-1.3520, -2.3579, 7.9986], [-2.1745, -3.6317, 6.9614], [-2.9207, -2.1717, 7.7165], [-2.6404, -1.5527, 5.3168], [-1.5120, 0.1156, 7.5222], [-2.0361, 0.4217, 5.8817], [-5.6771, -2.3384, 1.6979], [-4.3867, -2.2464, 0.9201], [-4.4731, -2.4081, -0.6095], [-3.7647, -1.3083, -1.1108], [-3.5723, -0.3924, -0.1501], [-3.2245, 0.7127, -0.3523], [-3.9153, -0.8702, 1.0468], [-6.3144, -1.4755, 1.4938], [-5.5236, -2.4138, 2.7700], [-6.2606, -3.1911, 1.3375], [-3.6117, -2.8419, 1.4032], [-5.4896, -2.4860, -0.9958], [-4.0171, -3.3758, -0.8246], [1.5280, 1.0471, -6.2899], [2.7622, 0.2473, -6.0073], [4.0909, 1.0094, -5.9112], [4.7184, 0.3948, -4.7776], [3.7927, -0.2133, -4.0281], [3.9548, -0.6392, -2.9216], [2.6736, -0.4034, -4.7252], [1.7117, 2.1123, -6.1188], [0.6911, 0.7434, -5.6690], [1.1436, 0.9879, -7.3084], [2.8619, -0.5565, -6.7411], [3.9462, 2.0839, -5.7951], [4.7630, 0.8179, -6.7427], [0.1416, 4.5469, 0.3755], [1.0734, 4.3438, -0.7951], [2.4843, 4.9058, -0.6402], [3.3462, 3.8140, -1.0312], [2.6075, 2.7518, -1.3289], [3.0410, 1.6933, -1.6889], [1.3159, 2.9496, -1.0623], [0.4350, 3.9529, 1.2439], [-0.7410, 3.9590, 0.0723], [-0.1602, 5.5656, 0.5783], [0.6133, 4.7378, -1.7052], [2.8055, 5.0633, 0.3926], [2.6627, 5.8312, -1.1828], [-2.7391, 2.3774, -3.2425], [-2.2340, 1.2112, -4.0547], [-3.2156, 0.0389, -4.0711], [-3.5573, -0.1029, -5.4531], [-2.9805, 0.8488, -6.1980], [-3.1003, 0.9839, -7.3665], [-2.1081, 1.5615, -5.4392], [-2.0768, 3.2435, -3.3387], [-2.7029, 2.2491, -2.1579], [-3.7835, 2.5771, -3.4873], [-1.2420, 0.9439, -3.7020], [-4.1164, 0.2355, -3.4896], [-2.8374, -0.9234, -3.7311]],
  "forces_ev_per_a": [[-0.7, -0.4, -1.8], [-2.7, -1.2, -0.3], [0.3, -0.6, -0.1], [-0.1, 0.4, -0.1], [0.1, 0.0, -0.1], [-0.2, 0.2, 0.3], [-0.3, 0.2, 0.2], [-0.1, -0.1, -0.1], [0.3, 0.3, 0.1], [0.0, 0.3, 1.2], [-0.5, -0.1, -0.5], [0.4, 0.4, -0.2], [0.3, -0.4, -0.3], [-0.1, -0.6, 0.0], [0.2, -0.3, -0.5], [-0.1, 0.1, 0.3], [0.8, 1.6, 1.2], [-0.4, -0.1, 0.5], [0.9, -0.2, -0.6], [-0.2, -0.5, -0.2], [0.2, -0.1, -0.1], [-0.1, 0.0, 0.3], [0.1, 0.2, -0.2], [0.7, -0.8, -0.5], [-0.6, -0.2, -0.7], [-0.1, 0.1, 0.2], [0.2, 0.2, 0.2], [0.1, 0.0, 0.1], [-0.4, 0.4, 0.4], [0.0, 0.0, 0.0], [-0.6, -0.1, -0.1], [0.3, -1.5, 1.2], [-0.1, 0.0, -0.7], [0.6, 1.2, 0.0], [0.3, 1.3, 0.2], [-1.2, 1.5, 1.2], [1.6, -0.1, 1.7], [-1.8, 0.3, -2.2], [0.6, 0.2, 0.3], [-0.7, -0.8, 0.7], [0.7, 0.6, -0.4], [-0.2, 0.0, -0.8], [0.8, -0.6, -0.5], [0.1, 0.0, -0.1], [-0.4, -0.6, -0.5], [0.1, -0.4, -0.2], [0.5, -0.5, 0.3], [0.2, 0.5, 0.4], [-0.6, -0.2, -0.6], [-0.1, 1.0, 0.6], [-0.1, -1.7, 1.3], [0.1, 0.0, -0.8], [-1.0, -1.0, 0.5], [0.9, 1.6, -0.3], [0.1, -0.2, 0.0], [0.2, 0.1, 0.0], [0.1, -0.1, 0.0], [0.2, -0.2, 0.3], [0.0, -0.3, -0.4], [-0.1, 0.6, 0.0], [0.4, 0.3, -0.5], [-0.5, 1.0, -0.1], [0.3, -0.8, -0.7], [0.0, -0.6, -0.3], [0.2, 0.8, 0.7], [-0.5, -0.7, -0.9], [0.8, 0.3, 0.6], [-0.1, 0.5, 0.5], [-0.1, -0.1, 0.2], [0.1, -0.1, 0.2], [0.4, -0.3, -0.1], [0.0, 0.0, 0.1], [0.1, 0.0, 0.4], [-0.2, 0.1, -0.2], [-0.9, -2.2, -0.5], [0.3, 0.8, -0.2], [0.6, -0.2, 1.3], [0.0, 0.3, -1.2], [-0.4, 0.2, 1.1], [0.7, -0.4, -0.3], [-0.2, 0.1, -0.1], [0.6, 0.7, 0.2], [-0.3, 0.6, 0.0], [0.3, 0.1, 0.0], [0.0, 0.1, 0.1], [-0.6, 0.2, 0.1], [0.2, -0.3, -0.4], [0.2, 0.6, 0.5], [0.2, 0.0, 0.7], [-0.1, -0.4, 0.0], [-0.6, 0.0, -0.1], [1.0, -0.3, 0.6], [-0.3, 0.2, -0.6], [-0.3, 0.3, -0.1], [-0.3, 0.1, -0.7], [-0.1, -0.9, -0.1], [0.1, 0.4, -0.2], [0.1, -0.3, 0.0], [0.0, 0.2, -0.1], [0.3, 0.1, 0.0]],
  "lowdin_charge": [1.60, 1.62, 0.71, -0.23, -0.22, -0.24, -0.26, -0.24, -0.37, 0.70, -0.21, -0.21, -0.22, -0.31, -0.37, -0.21, -0.42, -0.22, -0.37, -0.53, 0.18, 0.15, 0.12, -0.18, -0.02, 0.07, 0.07, 0.07, 0.11, 0.10, 0.15, -0.56, 0.08, -0.18, -0.15, -0.02, -0.26, -0.07, 0.09, -0.57, 0.02, 0.11, 0.09, 0.09, 0.09, 0.15, 0.14, 0.12, -0.02, -0.27, -0.09, 0.07, -0.61, 0.16, 0.08, 0.09, 0.08, 0.09, 0.15, 0.13, 0.14, -0.01, -0.29, -0.06, 0.08, -0.55, 0.04, 0.12, 0.09, 0.08, 0.09, 0.16, 0.13, 0.14, -0.01, -0.30, -0.05, 0.08, -0.57, 0.07, 0.09, 0.08, 0.09, 0.09, 0.15, 0.13, 0.14, -0.02, -0.30, -0.07, 0.07, -0.58, 0.16, 0.07, 0.08, 0.07, 0.10, 0.13, 0.13, 0.13]
}